1.
Density functional theory data (ωB97M-V/def2-TZVPD) for a 6-piece molecular cluster, C18H32Cl15N2O8P overall.

Geometry as XYZ:
```
76
Properties=species:S:1:pos:R:3:lowdin_charge:R:1
C 1.2864 -1.8793 1.2392 0.028
C 1.3493 -2.6970 -0.0184 -0.484
O 1.1598 -3.8965 -0.0205 0.087
O 1.6758 -2.1125 -1.1802 -0.052
C 1.4630 -0.7121 -1.3933 -0.190
C 2.6797 0.1276 -1.0576 -0.154
C 2.4028 1.6278 -1.2626 -0.170
C 2.5923 2.4738 0.0092 -0.214
C 1.6623 3.6938 0.1267 -0.198
C 0.3754 3.4183 0.9184 -0.144
C -0.7158 2.6342 0.1820 -0.333
C -1.0973 3.2540 -1.1568 -0.135
O -2.1362 2.5491 -1.8267 -0.181
C -1.7477 1.3135 -2.3887 -0.256
P -2.6344 1.1249 -3.9873 0.472
N -4.0617 0.5672 -3.8009 -0.158
O -1.6627 0.3123 -4.9622 -0.130
O -2.5501 2.6192 -4.5559 -0.140
O -1.8308 2.5952 1.0582 -0.085
C -2.6502 1.4441 0.9917 -0.161
C -1.9179 0.1895 1.4831 -0.183
O -2.7118 -0.6364 2.3392 -0.106
N -3.6383 -1.3759 1.5370 0.004
O -3.7112 -2.4685 1.9225 0.066
H 0.8600 -2.5214 2.0096 0.101
H 0.6507 -1.0002 1.1457 0.061
H 2.2865 -1.5803 1.5581 0.041
H 0.5714 -0.3685 -0.8611 0.102
H 1.2443 -0.6404 -2.4624 0.105
H 3.5000 -0.2089 -1.6958 0.120
H 2.9684 -0.0855 -0.0255 0.057
H 1.4028 1.7869 -1.6751 0.080
H 3.1035 1.9897 -2.0187 0.118
H 3.6209 2.8439 0.0160 0.109
H 2.4797 1.8490 0.9011 0.058
H 2.2117 4.4659 0.6714 0.069
H 1.4628 4.1281 -0.8570 0.110
H 0.6588 2.7997 1.7758 0.112
H -0.0630 4.3472 1.2918 0.107
H -0.3095 1.6276 -0.0157 0.131
H -0.2292 3.2958 -1.8239 0.116
H -1.4657 4.2688 -0.9955 0.149
H -0.6620 1.2643 -2.5546 0.084
H -2.0436 0.4706 -1.7536 0.095
H -4.2397 -0.2705 -4.3408 -0.016
H -0.7708 0.1799 -4.6253 0.065
H -3.1477 3.1584 -4.0156 0.083
H -3.4970 1.6207 1.6578 0.137
H -3.0655 1.2853 -0.0040 0.111
H -1.5977 -0.4265 0.6337 0.100
H -1.0234 0.4579 2.0459 0.128
C -6.6755 -3.9491 2.1129 -1.569
Cl -7.2877 -2.3672 1.6276 0.521
Cl -7.5969 -4.5894 3.4752 0.524
Cl -6.6936 -5.0735 0.7565 0.530
H -5.6496 -3.8267 2.4290 -0.023
C 2.0571 -4.1053 -3.4532 -1.543
Cl 3.6400 -3.3424 -3.3127 0.549
Cl 0.9071 -3.0209 -4.2498 0.538
Cl 2.1651 -5.6366 -4.3147 0.545
H 1.6931 -4.2956 -2.4506 -0.016
C -0.8730 -6.4278 0.1834 -1.559
Cl -1.6780 -5.9552 1.6820 0.517
Cl -0.1931 -8.0502 0.3184 0.525
Cl -1.9845 -6.3229 -1.1836 0.521
H -0.0636 -5.7336 0.0090 -0.035
C 3.4318 5.0863 3.8261 -1.525
Cl 1.8432 5.5898 3.2533 0.572
Cl 3.7522 3.4223 3.3169 0.535
Cl 4.6930 6.1694 3.2483 0.544
H 3.4262 5.1168 4.9070 0.014
C 4.4629 -0.2511 3.9953 -1.542
Cl 3.7624 -1.8599 4.1545 0.558
Cl 6.1196 -0.2111 4.5829 0.550
Cl 4.3794 0.2969 2.3147 0.548
H 3.8754 0.4333 4.5930 0.002
```

The energy relative to the best compared isomer or geometry (same formula, charge and spin) comes out at 0.0 kcal/mol. The HOMO energy comes out at -9.21 eV. Its spin multiplicity is 1. As for the SMILES: CC(=O)OCCCCCC[C@H](COCP(=N)(O)O)OCCON=O.ClC(Cl)Cl.ClC(Cl)Cl.ClC(Cl)Cl.ClC(Cl)Cl.ClC(Cl)Cl.

=====

2.
Density functional theory data (ωB97M-V/def2-TZVPD) for C18H32I2N9S4SbSeTl as an isolated structure.

Geometry as XYZ:
```
68
Properties=species:S:1:pos:R:3:lowdin_charge:R:1
Tl -2.9909 -0.5114 0.1889 0.562
S -3.6944 -3.3450 1.5818 -0.219
Sb -3.4308 -4.7197 -0.3714 0.393
S -3.7711 -3.1536 -2.1642 -0.298
S -1.6431 -3.3396 1.0615 -0.244
S -5.5354 -4.2521 -1.7279 -0.237
C 0.1341 -1.4836 -2.0200 -0.152
N 2.5027 -1.9307 -1.2547 0.025
C 3.8171 -2.4060 -1.6238 -0.141
C 4.6440 -2.1021 -0.3855 -0.154
N 3.8995 -1.0340 0.2609 -0.094
C 4.3274 -0.7720 1.6216 -0.073
C 2.5413 -1.1271 -0.1282 -0.322
N 1.4926 -0.5846 0.3265 0.110
C 1.3188 0.1871 1.5320 -0.229
C -0.1557 0.1439 1.9148 -0.262
N -0.9834 1.1195 1.2360 0.018
C -1.2584 2.2463 1.7941 -0.369
N -0.9461 2.7717 3.0305 -0.074
C 0.1183 2.4209 3.9397 -0.048
C -1.6831 3.9946 3.3033 -0.180
C -2.6317 4.1091 2.1171 -0.160
N -2.0611 3.1811 1.1579 -0.099
C -2.8676 2.8242 0.0191 -0.121
H -0.6263 -1.9495 -2.6487 0.122
H 0.8015 0.4411 -1.8657 0.082
H -0.2694 -1.3279 -1.0259 0.062
H 4.1989 -1.8742 -2.5026 0.115
H 3.8125 -3.4746 -1.8475 0.112
H 5.6531 -1.7698 -0.6343 0.117
H 4.7227 -2.9796 0.2727 0.121
H 5.4171 -0.8052 1.6329 0.082
H 3.9573 -1.5191 2.3346 0.093
H 4.0307 0.2171 1.9546 0.075
H 1.6211 1.2310 1.3708 0.115
H 1.8739 -0.1963 2.3900 0.095
H -0.2518 0.1991 3.0024 0.100
H -0.5082 -0.8523 1.6403 0.024
H -0.2067 1.7299 4.7224 0.092
H 0.4588 3.3389 4.4261 0.085
H 0.9704 1.9922 3.4208 0.068
H -0.9934 4.8451 3.3717 0.114
H -2.2364 3.9108 4.2405 0.035
H -2.6665 5.1186 1.7026 0.116
H -3.6448 3.8091 2.4053 0.056
H -3.1050 3.7318 -0.5402 0.088
H -3.8028 2.3340 0.3177 0.055
H -2.2967 2.1580 -0.6235 0.006
I -3.3124 0.7889 -3.4488 0.737
C -2.4894 2.6661 -3.9967 -1.183
I -0.4582 3.0101 -3.4767 0.747
H -3.0785 3.4340 -3.5131 -0.050
H -2.5484 2.7396 -5.0738 -0.055
Se -4.3909 2.3814 4.6241 0.477
C -4.2196 1.3573 3.1646 -0.926
N -4.1012 0.7032 2.2063 -0.058
C 0.8995 -3.7945 -1.3581 -0.017
C 1.3203 -2.4744 -1.9786 -0.463
N 0.5204 -0.2074 -2.5901 -0.039
C 1.4148 -0.2999 -3.6674 -0.177
C 1.9148 -1.4688 -4.0832 -0.142
N 1.6696 -2.6650 -3.3723 0.024
H 0.6054 -3.6329 -0.3196 0.026
H 1.7202 -4.5185 -1.3844 0.079
H 0.0505 -4.2097 -1.9019 0.085
H 1.6233 0.6161 -4.2057 0.063
H 2.5002 -1.5507 -4.9880 0.097
H 2.3073 -3.4199 -3.5639 0.112
```

The energy relative to the best compared isomer or geometry (same formula, charge and spin) comes out at 12.5 kcal/mol. The HOMO energy comes out at -4.86 eV. Its spin multiplicity is 1. The charge is -1.

=====

3.
Density functional theory data (ωB97M-V/def2-TZVPD) for C18H32LuNO5P2S as an isolated structure.

Geometry as XYZ:
```
60
Properties=species:S:1:pos:R:3:lowdin_charge:R:1
C 1.0130 -1.2088 -4.6207 -0.087
C 0.9795 -1.0005 -3.2521 -0.356
N -0.1989 -0.9731 -2.5458 -0.085
C -1.3309 -1.3168 -3.2335 -0.370
C -1.3319 -1.5279 -4.5995 -0.088
C -0.1536 -1.4693 -5.3276 -0.129
C 2.3576 -0.8868 -2.6140 -0.304
P 2.5971 -0.3217 -0.8575 0.807
Lu -0.0181 0.0443 -0.3915 1.294
P -3.0634 -0.6714 -1.0696 0.828
C -2.6616 -1.5930 -2.5411 -0.279
O 2.2126 4.3633 -5.0870 -0.071
O -0.4307 2.0603 -1.3265 -0.221
H 1.9779 -1.1769 -5.1228 0.109
H -2.2818 -1.7456 -5.0863 0.106
H -0.1399 -1.6367 -6.3991 0.088
C 3.5007 -1.7446 -0.1653 -0.262
C 3.9212 0.9227 -1.0530 -0.289
H -3.4847 -1.3866 -3.2450 0.102
H -2.7221 -2.6593 -2.2563 0.105
H 2.9532 -0.2111 -3.2052 0.068
H 2.8447 -1.8807 -2.6624 0.087
C -4.2955 -1.4706 -0.0704 -0.200
C -3.5501 1.0011 -1.4366 -0.241
H 2.5604 4.2859 0.4396 -0.511
H -0.0417 2.9511 -1.3819 0.065
H 3.1287 4.0932 -5.1162 0.023
H 1.7605 3.7453 -5.6871 0.037
H -1.8997 -0.8152 -0.2683 -0.094
H -1.1820 2.0133 -1.9776 0.064
H 4.5724 -1.5184 -0.0894 0.044
H 3.0973 -1.9457 0.8358 0.033
H 3.3573 -2.6347 -0.7903 0.043
H 4.9119 0.4448 -1.0408 0.043
H 3.7886 1.4738 -1.9950 0.041
H 3.8537 1.6364 -0.2191 -0.023
H -4.6445 1.0028 -1.5792 0.051
H -3.3248 1.6657 -0.5872 0.065
H -3.1070 1.3848 -2.3709 0.059
H -5.2963 -1.3043 -0.4973 0.068
H -4.0857 -2.5467 -0.0145 0.071
H -4.2456 -1.0623 0.9475 0.056
C 0.4472 1.0657 7.7527 -0.049
C 0.2683 0.6211 6.3307 -0.265
C 0.1650 -0.7410 6.0281 -0.033
C -0.1288 -1.1649 4.7340 -0.045
C -0.2914 -0.2068 3.7221 -0.280
C -0.0998 1.1514 3.9909 -0.036
C 0.1837 1.5524 5.2926 -0.020
S -0.9516 -0.7173 2.1732 0.547
O 0.1474 -1.3633 1.3267 -0.504
O -2.1194 -1.5242 2.3688 -0.280
O -1.1806 0.6033 1.4200 -0.510
H -0.3894 0.7400 8.3826 0.087
H 1.3609 0.6476 8.1885 0.086
H 0.5029 2.1552 7.8060 0.077
H 0.2944 -1.4739 6.8255 0.120
H -0.2452 -2.2228 4.5046 0.121
H -0.1851 1.8868 3.1944 0.111
H 0.3236 2.6102 5.5189 0.122
```

The energy relative to the best compared isomer or geometry (same formula, charge and spin) comes out at 0.0 kcal/mol. The HOMO energy (spin up / spin down) comes out at -4.39 / -4.40 eV. Its spin multiplicity is 1.

=====

4.
Density functional theory data (ωB97M-V/def2-TZVPD) for one molecule with the formula C18H32N2O6.

Geometry as XYZ:
```
58
Properties=species:S:1:pos:R:3:lowdin_charge:R:1
C 6.5604 3.7550 -2.5452 -0.067
C 5.7216 3.5458 -3.7802 -0.209
O 4.6578 2.6321 -3.4304 -0.018
C 3.7999 2.3387 -4.4190 -0.476
O 3.8767 2.7883 -5.5301 0.123
C 2.7169 1.3752 -3.9905 -0.060
N 2.7050 1.1057 -2.5736 0.086
C 1.5594 0.7637 -1.9321 -0.441
O 0.5060 0.6263 -2.5365 0.065
C 1.6853 0.5691 -0.4319 -0.222
C 1.4811 -0.9011 -0.0140 -0.131
C 0.2888 -1.6738 -0.5833 -0.153
C -1.0812 -0.9935 -0.4266 -0.134
N -1.1358 0.0135 0.6287 -0.032
C -1.2034 -0.2687 1.9570 -0.407
O -0.9253 0.5571 2.8128 0.078
C -1.6572 -1.6784 2.3590 -0.237
O -1.4153 -1.9059 3.7231 0.015
C -3.1676 -1.8247 2.0979 -0.288
O -3.5724 -3.1805 2.1544 -0.131
C -3.2850 -3.9096 0.9874 -0.092
C -4.0405 -0.9993 3.0550 -0.345
C -4.3671 -1.7282 4.3577 -0.057
C -5.3320 -0.6001 2.3433 -0.064
C -0.7068 1.3565 0.2472 -0.128
C 0.8016 1.5567 0.3479 -0.114
H 7.3758 4.4428 -2.7690 0.081
H 5.9650 4.1813 -1.7382 0.080
H 6.9914 2.8143 -2.2029 0.079
H 5.2736 4.4722 -4.1382 0.128
H 6.2921 3.1108 -4.6005 0.128
H 1.7530 1.7869 -4.2868 0.139
H 2.8570 0.4643 -4.5804 0.145
H 3.5515 1.2521 -2.0526 0.133
H 2.7153 0.8155 -0.1546 0.134
H 2.3834 -1.4611 -0.2734 0.118
H 1.4271 -0.9084 1.0792 0.118
H 0.4430 -1.8722 -1.6451 0.111
H 0.2831 -2.6480 -0.0854 0.102
H -1.3187 -0.4749 -1.3510 0.114
H -1.8541 -1.7447 -0.2729 0.095
H -1.1234 -2.4140 1.7447 0.131
H -0.5047 -1.6650 3.9213 0.106
H -3.3502 -1.4507 1.0810 0.132
H -3.6761 -4.9149 1.1288 0.093
H -3.7653 -3.4587 0.1097 0.095
H -2.2071 -3.9846 0.7951 0.081
H -3.4757 -0.0944 3.2977 0.139
H -4.9670 -2.6158 4.1563 0.081
H -3.4682 -2.0322 4.8858 0.071
H -4.9466 -1.0665 5.0045 0.080
H -5.8791 -1.4918 2.0264 0.085
H -5.9816 -0.0302 3.0092 0.077
H -5.1332 0.0118 1.4607 0.077
H -1.0508 1.5312 -0.7704 0.119
H -1.1945 2.0669 0.9134 0.127
H 1.0802 1.4814 1.4010 0.116
H 1.0340 2.5771 0.0285 0.125
```

The energy relative to the best compared isomer or geometry (same formula, charge and spin) comes out at 4.9 kcal/mol. The HOMO energy comes out at -9.21 eV. Its spin multiplicity is 1. As for the SMILES: CCOC(=O)CNC(=O)[C@@H]1CCCN(C(=O)[C@@H](O)[C@@H](OC)C(C)C)CC1.

=====

5.
Density functional theory data (ωB97M-V/def2-TZVPD) for C18H32NO21S2 as an isolated structure.

Geometry as XYZ:
```
74
Properties=species:S:1:pos:R:3:lowdin_charge:R:1
N 0.1904 0.3610 1.1421 -0.604
O -0.3821 1.2137 1.7712 0.004
O 1.3129 0.5865 0.7242 -0.057
O -0.3636 -0.7627 0.7401 -0.096
O -2.9820 -0.9059 -1.1422 -0.292
S -3.9818 -0.6931 -0.1120 0.617
O -4.4313 0.6137 0.2172 -0.272
O -5.3777 -1.4852 -0.6344 -0.279
C -5.7329 -1.2363 -1.9982 -0.323
C -7.1532 -1.7342 -2.2845 -0.076
C -3.4956 -1.4645 1.3346 -0.136
H -4.9692 -1.8569 -2.6092 0.139
H -5.5997 -0.1845 -2.3159 0.113
H -7.3469 -1.0852 -3.4481 0.171
H -8.0630 -1.3332 -1.8161 0.059
H -7.2028 -2.7678 -2.2827 0.026
H -2.9134 -0.8803 1.7871 -0.060
H -3.0858 -2.5725 1.0247 0.159
H -4.3446 -1.7434 2.0307 0.107
O 2.0533 4.8397 -1.7119 -0.299
S 1.2903 3.9702 -2.5815 0.612
O 0.4856 4.6916 -3.5114 -0.285
O 2.4833 3.1346 -3.4194 -0.279
C 3.5141 3.9663 -3.9690 -0.259
C 4.3633 3.0221 -4.9042 -0.058
C 0.3831 2.7359 -1.7522 -0.131
H 4.2014 4.3812 -3.1146 0.158
H 2.9999 4.5330 -4.4695 0.003
H 5.2128 3.6344 -5.5044 0.110
H 3.7033 2.7601 -5.8782 0.121
H 4.8068 2.2550 -4.3678 0.023
H -0.1901 3.4073 -0.9831 0.131
H 0.9824 2.2988 -1.0450 -0.006
H -0.1394 1.8527 -2.3233 0.134
C 0.9795 -2.6222 -1.7007 -0.126
C 0.2210 -1.5082 -2.4427 -0.082
O 0.6868 -1.5851 -3.8138 0.100
C 1.4454 -2.6503 -3.8565 -0.570
O 2.1792 -2.9515 -4.8154 0.091
O 1.4208 -3.4745 -2.7709 0.058
H 0.3002 -3.2170 -1.0651 0.118
H 1.6991 -2.4858 -0.8100 0.146
H 0.4823 -0.5994 -1.9429 0.098
H -0.8461 -1.6726 -2.3785 0.112
C 4.4186 -0.1191 -0.7451 -0.080
C 4.7414 -1.0309 0.4291 -0.066
O 5.2986 -2.2528 -0.2837 0.020
C 5.0538 -2.1072 -1.6899 -0.519
O 5.3540 -3.0367 -2.4830 0.085
O 4.5203 -0.9616 -1.9459 0.052
H 4.9830 0.8802 -0.8042 0.145
H 3.1846 0.1776 -0.7996 0.172
H 3.9028 -1.0776 1.0790 0.100
H 5.5141 -0.6514 0.8847 0.062
C 0.2571 -1.4601 3.9471 -0.098
C 1.4643 -1.8326 3.0661 -0.064
O 1.9543 -2.9481 3.8233 0.072
C 1.2633 -3.0594 4.9916 -0.581
O 1.6047 -3.7846 5.9431 0.087
O 0.2553 -2.2938 5.0582 0.149
H -0.4954 -1.4751 3.4506 0.024
H 0.2048 -0.5319 4.3490 0.113
H 2.1722 -0.9848 2.8283 0.145
H 1.0067 -2.1976 2.2329 0.075
C -2.7241 2.5931 4.2442 -0.105
C -2.9134 1.1097 4.6439 -0.053
O -2.0367 1.1153 5.7930 0.059
C -1.6514 2.3419 6.1687 -0.603
O -1.1717 2.5974 7.2438 0.146
O -2.1561 3.1990 5.3461 0.129
H -3.7406 3.0072 4.0690 0.153
H -2.4486 2.6426 3.3812 0.024
H -2.7371 0.5092 3.7371 0.119
H -3.8745 0.8470 5.0450 0.119
```

The energy relative to the best compared isomer or geometry (same formula, charge and spin) comes out at 80.2 kcal/mol. The HOMO energy comes out at -7.08 eV. Its spin multiplicity is 1. The charge is -1.

=====

6.
Density functional theory data (ωB97M-V/def2-TZVPD) for a 3-piece molecular cluster, C18H32NO4 overall.

Geometry as XYZ:
```
55
Properties=species:S:1:pos:R:3:lowdin_charge:R:1
C -2.7813 -4.2242 3.3478 -0.126
C -2.0340 -5.2891 3.9694 -0.372
N -1.3195 -6.3510 3.2649 -0.185
C -0.0293 -5.8156 2.6699 -0.316
C 0.5071 -4.6219 3.6040 -0.139
C 1.1255 -5.0530 4.9795 -0.040
C 1.6283 -3.9478 5.9511 -0.106
C 1.4949 -2.4445 5.5236 -0.121
C 0.9000 -2.0501 4.1423 -0.054
C 0.3892 -3.1480 3.1314 -0.177
C -0.1963 -2.6579 1.7362 -0.111
H -2.6804 -3.1891 3.8534 0.024
H -3.3816 -4.3650 2.3922 0.016
H -1.9549 -5.2803 5.1258 0.071
H 0.7396 -6.6757 2.5956 0.089
H -0.2923 -5.4897 1.6039 0.064
H 1.1718 -6.1700 5.2246 0.093
H 2.0426 -4.2827 6.9595 0.063
H 1.8659 -1.6731 6.2816 0.060
H 0.8168 -0.9385 3.8651 0.079
H -0.4510 -3.5166 1.0087 0.066
H 0.5599 -1.9996 1.1558 0.073
H -1.1431 -2.0280 1.8658 0.064
C -1.7879 1.0156 0.8512 -0.111
O -0.4004 0.8550 0.5862 -0.202
C -0.0144 1.4405 -0.6548 -0.194
C 0.6559 2.7945 -0.4460 -0.192
O -0.2657 3.7570 0.0692 -0.200
C -0.1196 3.9478 1.4687 -0.114
H -1.9651 0.7776 1.9016 0.091
H -2.1238 2.0392 0.6661 0.080
H -2.3642 0.3213 0.2312 0.090
H -0.8741 1.5273 -1.3289 0.123
H 0.7071 0.7600 -1.1175 0.127
H 1.0001 3.1689 -1.4148 0.108
H 1.5297 2.7030 0.2085 0.126
H 0.7721 4.5520 1.6680 0.085
H -0.0468 3.0000 2.0076 0.085
H -0.9951 4.4879 1.8319 0.087
C 1.8023 4.5102 -6.7146 -0.114
O 0.7021 3.7028 -7.1106 -0.196
C 0.8206 2.3581 -6.6486 -0.198
C -0.0425 2.1155 -5.4146 -0.195
O 0.4306 2.8629 -4.2941 -0.205
C -0.3339 4.0401 -4.0715 -0.111
H 1.5331 5.5557 -6.8763 0.088
H 2.0495 4.3751 -5.6589 0.083
H 2.6758 4.2723 -7.3303 0.086
H 1.8683 2.1052 -6.4509 0.125
H 0.4662 1.7110 -7.4571 0.123
H 0.0227 1.0577 -5.1431 0.125
H -1.0937 2.3455 -5.6200 0.126
H -1.2930 3.7752 -3.6141 0.091
H -0.5105 4.5968 -4.9954 0.083
H 0.2168 4.6796 -3.3802 0.088
```

The HOMO energy comes out at -1.99 eV. Its spin multiplicity is 1. The charge is -1.

=====

no.,maximum force (eV Å⁻¹)
1,0.89
2,0.59
3,2.78
4,0.26
5,11.26
6,4.45